Record 1
{"formula": "CI3O3S", "method": "ωB97M-V with the def2-TZVPD basis set", "orbital_gap_ev": [7.98, 4.44], "e_tot_ha": -1555.08940, "charge": -1, "e_lumo_ev": [2.03, -0.11], "largest_force_ev_per_a": 2.5, "elements": ["C", "O", "O", "O", "S", "I", "I", "I"], "positions_angstrom": [[-0.38987, 0.32252, -0.30394], [1.13838, -0.26715, 1.63299], [2.12428, 0.54288, -0.49084], [1.23596, -1.77437, -0.36363], [1.26599, -0.39434, 0.19956], [-0.69601, 0.06928, -2.23513], [-3.55600, -0.59251, 1.05495], [-1.12272, 2.09369, 0.50603]]}


Record 2
{"formula": "C11H16N2S", "method": "ωB97M-V with the def2-TZVPD basis set", "orbital_gap_ev": 9.12, "e_tot_ha": -936.22793, "e_lumo_ev": 0.57, "largest_force_ev_per_a": 5.5, "elements": ["C", "C", "C", "C", "C", "C", "C", "C", "C", "C", "C", "H", "H", "H", "H", "H", "H", "H", "H", "H", "H", "H", "H", "H", "H", "H", "H", "N", "N", "S"], "positions_angstrom": [[-4.48877, 0.04814, 0.30540], [-3.88665, -0.24376, -0.98261], [-1.29188, 0.00860, -0.23568], [1.44330, 0.05130, -0.22965], [1.70474, -1.23991, -0.55909], [3.00285, -1.58496, -1.08901], [4.04393, -0.72111, -0.94949], [3.80251, 0.51833, -0.20592], [2.43257, 0.96323, 0.00902], [2.07011, 2.38867, 0.69026], [-0.84182, -1.30583, 1.59191], [-4.03935, 1.31191, 0.71655], [-4.11113, -0.61776, 1.31006], [-5.67972, -0.14584, 0.10653], [-4.45222, 0.15541, -1.81175], [-3.75416, -1.39924, -1.25842], [-0.05535, 1.43762, -1.05433], [0.87819, -1.98969, -0.81839], [3.26593, -2.60228, -1.37787], [4.98548, -1.00697, -1.24358], [4.62780, 1.46602, -0.31099], [1.49371, 2.32558, 1.66901], [3.07720, 2.89098, 0.96239], [1.54798, 2.94475, -0.15263], [0.13761, -1.99029, 1.46252], [-1.29049, -1.76120, 2.36285], [-0.61228, -0.35277, 2.10596], [0.01040, 0.62026, -0.11884], [-1.60846, -1.03242, 0.46002], [-2.41202, 0.86323, -1.35423]]}


Record 3
{"formula": "C6H10ClNO2", "method": "ωB97M-V with the def2-TZVPD basis set", "orbital_gap_ev": 9.05, "e_tot_ha": -899.98294, "smiles": "C[N@H+]1CCC[C@@]1(Cl)C(=O)[O-]", "e_lumo_ev": 0.12, "largest_force_ev_per_a": 6.3, "elements": ["C", "N", "C", "C", "C", "C", "Cl", "C", "O", "O", "H", "H", "H", "H", "H", "H", "H", "H", "H", "H"], "positions_angstrom": [[0.56230, -0.53491, -1.88592], [0.24538, 0.25811, -0.67084], [-0.96276, -0.17004, 0.13679], [-0.80652, 0.61359, 1.36635], [0.72835, 0.62336, 1.66177], [1.41003, 0.16603, 0.30941], [2.41460, 1.58588, -0.34680], [2.33197, -1.27662, 0.47666], [3.48303, -1.04877, 0.72573], [1.61570, -2.24980, 0.25089], [0.64326, -1.52932, -1.58575], [-0.22347, -0.36449, -2.57802], [1.42802, -0.03132, -2.20740], [0.00176, 1.18707, -0.92032], [-0.76654, -1.25243, 0.10175], [-1.83294, -0.04272, -0.56691], [-1.35805, 0.24399, 2.21096], [-1.20102, 1.64511, 1.29762], [0.98843, 1.70860, 1.82126], [1.05224, -0.11227, 2.22715]]}


Record 4
{"formula": "C5H14N3P", "method": "ωB97M-V with the def2-TZVPD basis set", "orbital_gap_ev": 9.25, "e_tot_ha": -704.45404, "smiles": "[H]/N=C/[C@@H](C)CN[P@H](C)=N", "e_lumo_ev": 0.71, "largest_force_ev_per_a": 5.0, "elements": ["H", "N", "C", "C", "C", "C", "N", "P", "C", "N", "H", "H", "H", "H", "H", "H", "H", "H", "H", "H", "H", "H", "H"], "positions_angstrom": [[1.79973, 2.59314, -0.70788], [1.58063, 1.75214, -0.07761], [1.83904, 0.64719, -0.69229], [1.38108, -0.71270, -0.25869], [2.76141, -1.33056, 0.04088], [0.38661, -0.58041, 0.96068], [-0.69396, 0.36860, 0.81159], [-1.90102, 0.16645, -0.36508], [-3.31338, 0.89957, 0.63192], [-2.41967, -1.28676, -0.80473], [2.26520, 0.70002, -1.66345], [0.92046, -1.32506, -0.96132], [3.31047, -1.31910, -0.83852], [3.26583, -0.51585, 0.55123], [2.80003, -2.22383, 0.61569], [-0.24795, -1.46407, 1.12654], [1.02287, -0.35528, 1.84984], [-0.31982, 1.23065, 0.53822], [-1.82125, 1.06910, -1.38462], [-4.21058, 0.61690, 0.14248], [-3.22230, 0.65821, 1.68673], [-3.16459, 1.94993, 0.56786], [-2.01885, -1.53828, -1.76947]]}


Record 5
{"formula": "C44H41N4OP2Ti", "method": "ωB97M-V with the def2-TZVPD basis set", "orbital_gap_ev": [6.76, 8.72], "e_tot_ha": -3527.67263, "charge": 1, "multiplicity": 3, "e_lumo_ev": [-2.13, -2.28], "largest_force_ev_per_a": 0.4, "elements": ["Ti", "O", "C", "N", "C", "C", "C", "C", "C", "C", "N", "C", "C", "C", "C", "C", "N", "H", "H", "H", "H", "H", "H", "H", "H", "H", "H", "C", "C", "P", "C", "C", "C", "C", "C", "C", "C", "C", "C", "C", "C", "C", "C", "P", "C", "C", "C", "C", "C", "C", "C", "C", "C", "C", "C", "C", "H", "H", "H", "H", "H", "H", "H", "H", "H", "H", "H", "H", "H", "H", "H", "H", "H", "H", "H", "H", "H", "H", "H", "H", "H", "H", "C", "C", "C", "N", "C", "C", "H", "H", "H", "H", "H"], "positions_angstrom": [[-0.07154, -0.28667, 0.17284], [2.21202, 3.07190, 1.29266], [1.76644, 2.01026, 0.87124], [0.50602, 1.55781, 0.95834], [-0.28744, 2.15385, 2.00557], [-0.90616, 1.06059, 2.84027], [-1.31137, 1.29884, 4.14786], [-1.92835, 0.28889, 4.86001], [-2.11768, -0.94246, 4.24590], [-1.64393, -1.11570, 2.96281], [-1.02925, -0.14663, 2.27259], [2.70236, 1.01701, 0.23699], [4.02784, 1.35098, 0.01160], [4.88300, 0.38930, -0.49292], [4.37851, -0.87556, -0.76357], [3.04510, -1.12725, -0.51262], [2.21619, -0.20872, -0.00636], [-1.09546, 2.78127, 1.60689], [0.31313, 2.81845, 2.63024], [-1.14393, 2.27210, 4.59050], [-2.25573, 0.45271, 5.87821], [-2.60871, -1.75825, 4.75765], [-1.75081, -2.06851, 2.45875], [4.35216, 2.35356, 0.25275], [5.92436, 0.61837, -0.67745], [5.00835, -1.65591, -1.16806], [2.61882, -2.10244, -0.71652], [-1.59827, 2.17732, -1.91287], [-0.24579, 1.85204, -2.58072], [0.23547, 0.07168, -2.64824], [-0.63177, -0.57362, -4.12694], [-1.21567, -1.83452, -4.10433], [-1.81302, -2.36390, -5.24202], [-1.83872, -1.62889, -6.41522], [-1.25502, -0.36640, -6.45202], [-0.65043, 0.15195, -5.31964], [1.93704, 0.12297, -3.30498], [2.76042, 1.24268, -3.25539], [4.05506, 1.18020, -3.75648], [4.54284, 0.00332, -4.30044], [3.73006, -1.12230, -4.34608], [2.43701, -1.06196, -3.85324], [-2.73449, 1.15800, -2.10600], [-2.72488, -0.11346, -0.75623], [-3.46609, -1.60475, -1.49088], [-3.41876, -2.77029, -0.72586], [-4.00128, -3.94345, -1.18218], [-4.64396, -3.96080, -2.41308], [-4.71471, -2.79968, -3.17052], [-4.13520, -1.62563, -2.71093], [-4.06787, 0.45550, 0.34486], [-5.31625, -0.15758, 0.41831], [-6.28604, 0.33857, 1.27916], [-6.02422, 1.44998, 2.06732], [-4.78314, 2.06696, 1.99781], [-3.81053, 1.56646, 1.14687], [-1.92370, 3.14266, -2.30366], [-1.42977, 2.33212, -0.84384], [0.53264, 2.34171, -1.99140], [-0.19165, 2.28412, -3.58051], [-1.21973, -2.41765, -3.19249], [-2.26317, -3.34779, -5.20218], [-2.30440, -2.03590, -7.30353], [-1.26097, 0.20915, -7.36834], [-0.17326, 1.12264, -5.37798], [2.40762, 2.17760, -2.83965], [4.68113, 2.06326, -3.72122], [5.54955, -0.03805, -4.69629], [4.09930, -2.04442, -4.77677], [1.80061, -1.93792, -3.91311], [-2.65730, 0.66248, -3.07398], [-3.70032, 1.66334, -2.07954], [-2.92957, -2.74998, 0.24224], [-3.95950, -4.83977, -0.57553], [-5.10078, -4.87320, -2.77389], [-5.22731, -2.80483, -4.12428], [-4.20995, -0.72953, -3.31367], [-5.53866, -1.02540, -0.18890], [-7.25212, -0.14666, 1.33112], [-6.78494, 1.83378, 2.73444], [-4.56874, 2.93436, 2.60948], [-2.84103, 2.04492, 1.10208], [0.70528, -5.17864, 0.76938], [1.06744, -4.26047, 1.74484], [0.78903, -2.92274, 1.53763], [0.17709, -2.46737, 0.43332], [-0.15750, -3.36136, -0.50535], [0.08121, -4.71695, -0.37997], [0.90985, -6.23298, 0.90094], [1.56201, -4.56996, 2.65489], [1.06118, -2.17636, 2.27326], [-0.64678, -2.96163, -1.38213], [-0.21806, -5.39086, -1.17089]]}


Record 6
{"formula": "C7H6BeNO5P", "method": "ωB97M-V with the def2-TZVPD basis set", "orbital_gap_ev": 3.86, "e_tot_ha": -1056.45663, "charge": 2, "e_lumo_ev": -11.37, "largest_force_ev_per_a": 2.2, "elements": ["C", "P", "O", "C", "C", "O", "N", "O", "C", "O", "C", "C", "C", "O", "H", "H", "H", "H", "H", "H", "Be"], "positions_angstrom": [[2.33871, 0.99778, 1.59442], [1.99785, 0.50933, -0.11542], [2.99124, -0.66728, -0.43193], [0.37557, -0.06228, -0.25475], [-0.73651, 0.81928, -0.19765], [-0.66679, 2.05558, -0.36316], [-1.26773, 2.62698, -2.01172], [-2.08485, 3.33006, -1.89974], [-2.08058, 0.17341, 0.17761], [-3.10584, 0.72481, -0.09752], [-1.97140, -1.15181, 0.85161], [-1.02045, -1.99690, 0.44215], [0.02704, -1.47399, -0.48473], [0.50445, -2.10126, -1.40797], [2.92752, 1.91073, 1.62014], [1.38722, 1.18708, 2.08437], [2.85281, 0.14560, 2.03931], [2.79912, -1.13760, -1.26523], [-2.70391, -1.41296, 1.60370], [-0.97215, -3.03060, 0.75731], [-1.59130, -1.44596, -2.64079]]}


Record 7
{"formula": "C29H29Cl2FeGeNO2", "method": "ωB97M-V with the def2-TZVPD basis set", "orbital_gap_ev": [6.43, 5.50], "e_tot_ha": -5587.37586, "multiplicity": 5, "e_lumo_ev": [-0.58, -2.08], "largest_force_ev_per_a": 17.0, "elements": ["Fe", "C", "C", "O", "C", "C", "C", "C", "C", "C", "O", "H", "H", "H", "H", "H", "H", "H", "C", "C", "C", "C", "C", "C", "C", "C", "N", "H", "H", "H", "H", "H", "H", "H", "H", "H", "Ge", "C", "C", "C", "C", "C", "C", "C", "C", "C", "C", "C", "C", "H", "H", "H", "H", "H", "H", "H", "H", "H", "H", "H", "Cl", "C", "Cl", "H", "H"], "positions_angstrom": [[0.26176, 0.05346, 0.41438], [-0.65566, -3.95428, 1.17080], [-0.29128, -2.82611, 0.25012], [0.43647, -1.91692, 0.73965], [-0.74985, -2.77588, -1.11399], [-1.25403, -3.90228, -1.80155], [-1.61958, -3.82246, -3.11831], [-1.53253, -2.60475, -3.81623], [-1.09235, -1.46965, -3.18413], [-0.68245, -1.53136, -1.84107], [-0.28975, -0.48977, -1.20443], [-0.55144, -3.61448, 2.19867], [0.02512, -4.79544, 1.02137], [-1.67479, -4.29163, 0.99107], [-1.30531, -4.85006, -1.28009], [-1.97941, -4.70460, -3.63029], [-1.82805, -2.55694, -4.85605], [-1.04053, -0.52009, -3.69738], [1.46739, 1.82157, 1.66420], [1.44569, 3.09631, 1.17935], [1.34491, 4.34992, 1.71108], [1.08440, 5.40891, 0.84140], [0.90662, 5.20256, -0.53453], [0.99141, 3.95586, -1.13664], [0.77087, 3.72581, -2.59677], [1.29062, 2.83105, -0.31665], [1.45503, 1.56014, -0.86879], [1.81924, -0.19282, 1.61054], [1.94085, 0.60145, 2.52416], [0.17169, 1.10367, 2.07947], [1.45270, 4.50458, 2.77650], [1.00082, 6.40789, 1.24625], [0.68371, 6.05664, -1.16219], [0.45097, 4.63478, -3.10334], [0.02003, 2.94734, -2.73505], [1.69065, 3.35764, -3.05481], [2.56129, 0.14424, 0.13710], [2.71281, -0.92243, -1.54417], [2.43905, -0.39158, -2.80343], [2.37529, -1.22248, -3.91200], [2.56495, -2.59113, -3.77075], [2.83277, -3.12538, -2.52004], [2.89991, -2.29305, -1.41084], [3.98702, 1.26175, 1.02258], [4.98744, 1.87386, 0.26976], [5.90353, 2.72743, 0.86858], [5.85364, 2.94583, 2.23294], [4.91999, 2.27818, 3.01013], [3.99509, 1.43357, 2.41576], [2.90818, -1.08337, 1.11538], [2.26815, 0.66977, -2.89539], [2.16591, -0.80835, -4.89036], [2.49407, -3.24117, -4.63328], [2.97693, -4.19303, -2.41242], [3.09450, -2.68890, -0.42051], [5.01547, 1.65265, -0.79034], [6.65699, 3.22337, 0.27005], [6.56323, 3.61128, 2.70692], [4.91266, 2.41094, 4.08466], [3.27759, 0.92278, 3.03712], [-1.67736, 0.88356, 0.85126], [0.60716, -0.25953, 2.90174], [1.06353, 0.53891, 1.81102], [-0.17665, -1.01744, 2.90835], [0.95130, -0.23768, 3.94731]]}


Record 8
{"formula": "CHN2O3P", "method": "ωB97M-V with the def2-TZVPD basis set", "orbital_gap_ev": 6.40, "e_tot_ha": -715.36620, "charge": -2, "e_lumo_ev": 6.71, "largest_force_ev_per_a": 4.6, "elements": ["C", "N", "N", "O", "O", "O", "P", "H"], "positions_angstrom": [[1.87092, 0.86050, -0.03232], [2.91862, 0.30914, 0.20855], [0.81591, 1.49970, -0.20272], [-2.28928, -0.79093, -1.06982], [-3.05316, 1.56632, -0.33150], [-2.41136, -0.16708, 1.39933], [-2.48402, 0.24998, 0.00523], [-0.17875, 1.01006, -0.17398]]}